A structure of composition C28H22F3N6NiO3S2, computed with ωB97M-V/def2-TZVPD.

Geometry as XYZ:
```
65
Properties=species:S:1:pos:R:3:forces:R:3:nbo_charge:R:1
F 13.291313 11.297800 9.408628 0.04 -0.42 -0.15 -0.3180
C 7.168167 7.713364 8.347983 0.16 0.40 0.34 0.7330
C 9.337132 15.099699 14.756802 -0.19 0.22 0.02 -0.2247
C 10.663907 14.699488 14.662236 -0.28 0.16 -0.13 -0.0369
C 10.968513 13.699469 13.750756 0.03 -0.21 -0.12 -0.1600
C 12.198663 10.032624 11.114493 0.21 -0.27 -0.05 -0.2362
H 11.901225 16.408447 15.150823 -0.14 0.15 -0.06 0.2162
N 5.851431 14.176856 6.440490 -0.29 0.29 -0.20 -0.7920
C 5.412295 12.920631 8.455484 -0.39 -0.02 0.11 -0.3168
N 7.350408 11.403549 12.041312 0.21 0.27 -0.07 -0.9996
H 5.289709 11.760680 10.256524 0.09 0.07 -0.33 0.2144
H 9.067078 15.880699 15.442240 -0.02 0.30 0.34 0.1981
C 12.471672 9.923249 12.461578 0.20 -0.13 -0.44 -0.1284
C 11.705228 15.395466 15.493682 0.03 -0.37 0.31 -0.6247
S 10.224164 10.542142 9.230564 -0.38 -0.09 -0.16 -0.2887
C 6.290201 7.296475 14.127580 -0.10 0.32 0.20 -0.1454
H 13.477684 10.036461 12.798945 0.62 -0.01 0.11 0.2163
N 9.914180 9.652499 11.632566 -1.04 -0.25 0.22 -0.5792
C 7.129313 7.514376 11.897387 -0.48 -0.06 0.68 0.0621
C 11.484080 9.656840 13.397341 -0.51 0.24 0.14 -0.3382
C 6.241432 11.495992 14.262153 -0.09 0.29 0.94 -0.3060
H 7.306356 14.912967 14.005992 0.44 -0.11 -0.01 0.2389
H 6.891019 5.632014 12.919734 -0.26 0.40 0.04 0.2146
C 6.214999 8.703310 14.232451 -0.69 -0.13 0.86 -0.0933
C 5.746017 11.858570 9.267921 0.27 -0.41 0.68 0.0963
H 10.237394 12.399047 12.189666 0.06 -0.13 -0.06 0.2426
N 7.878387 8.159747 9.192110 -0.02 0.08 -0.12 -0.9354
C 6.631188 9.431390 13.124614 0.68 0.23 -0.84 0.1975
H 11.989347 13.363790 13.656799 0.20 -0.08 -0.05 0.1991
F 14.550127 10.078287 10.654832 -0.01 0.05 0.29 -0.3433
C 6.061751 13.084590 7.247502 0.75 -0.78 -0.39 0.2201
H 5.370027 11.285389 16.235110 0.06 0.04 -0.24 0.2011
Ni 8.039899 9.835551 10.406328 0.04 0.46 0.18 1.4499
C 6.746173 10.875134 13.148500 -0.08 -0.56 -0.52 0.1752
N 6.673757 10.938433 8.976668 0.12 0.24 -0.46 -0.5432
H 7.485376 7.148936 10.947726 0.05 -0.34 -0.02 0.2570
C 5.734667 10.746182 15.360320 0.04 0.64 0.13 -0.1737
C 8.690724 13.588484 13.045961 -0.54 -0.17 -0.30 -0.3343
H 5.345862 8.851003 16.257671 0.06 -0.10 -0.06 0.2026
H 7.515761 12.141506 5.938465 0.00 -0.04 0.08 0.2079
F 13.297578 9.099254 9.218131 -0.18 0.54 0.00 -0.3229
H 5.004858 14.708574 6.614078 0.37 -0.19 -0.20 0.3817
C 6.742139 6.715057 12.990432 0.56 -1.01 -0.41 -0.2651
C 10.830067 10.001861 10.716502 0.66 0.44 -0.10 0.0858
C 6.993962 12.084841 6.888111 -0.33 0.28 0.04 -0.3141
S 7.485507 12.991395 11.869703 0.29 -0.86 -0.40 2.3321
O 6.244662 13.670363 12.156916 -0.20 0.37 0.14 -0.9908
N 7.055145 8.811943 11.978174 -0.03 0.62 -0.01 -0.5216
C 9.989018 13.135223 12.939260 0.33 0.24 0.17 -0.1809
H 9.364194 9.240783 13.560623 -0.22 -0.04 0.23 0.2008
H 6.003011 6.705196 14.978057 -0.10 -0.23 0.24 0.2058
H 11.703193 9.621813 14.450420 0.05 -0.10 0.14 0.2147
C 5.719728 9.392009 15.398142 0.38 -0.52 -0.88 -0.2647
O 6.450087 7.267978 7.501027 0.00 -0.18 -0.14 -0.6684
C 10.194822 9.498550 12.927248 0.53 -0.04 -0.82 0.0833
H 11.382741 15.438699 16.543576 0.15 0.07 -0.23 0.2125
H 6.283354 12.574393 14.361863 -0.10 -0.14 -0.11 0.2267
H 12.652572 14.864838 15.445747 0.10 -0.10 0.07 0.2114
H 4.650348 13.623607 8.762840 0.02 0.05 0.16 0.2100
C 7.249018 11.048243 7.758473 -0.04 0.04 0.49 0.0784
C 8.344831 14.569923 13.955696 -0.30 -0.07 0.01 -0.1820
H 7.980194 10.278380 7.527798 -0.11 0.11 -0.06 0.2289
C 13.322232 10.135132 10.087752 -0.51 0.07 0.45 0.9864
O 8.099046 13.173166 10.581841 0.00 0.41 -0.07 -0.9563
H 6.144081 14.104948 5.473297 -0.19 0.04 0.36 0.3833
```
Forces are in eV/Å.

Values from the calculation:
Molar mass = 670.344 u
Spin multiplicity = 3
Energy above the lowest of the compared OMol25 structures with the same formula, charge and spin = 0.0000 eV
HOMO level (alpha / beta) = -4.77 / -4.74 eV
Total charge = -1
HOMO-LUMO gap (alpha / beta) = 7.335 / 7.304 eV